The following is a DFT calculation (the ωB97M-V functional and the def2-TZVPD basis) of one molecule with the formula C6H9N3O2.

XYZ file:
```
20
Properties=species:S:1:pos:R:3:forces:R:3
N -0.887928 -1.857441 0.169071 0.050 -3.706 -1.464
C -1.351953 -0.705689 -0.466458 -0.208 2.370 -2.477
C -1.563126 0.717748 0.258914 2.952 -1.820 0.604
C -0.151677 0.883803 1.031436 -0.636 -1.386 -0.903
C 0.646550 2.017869 1.138583 -0.236 -5.606 1.065
N 1.776788 1.491655 1.749279 1.106 -2.306 -0.144
C 1.796871 0.035012 1.826481 -3.511 2.789 -0.055
N 0.597877 -0.376870 1.462277 -0.066 4.571 0.244
C -0.615656 -0.526857 -1.757042 2.848 2.127 -3.785
O -0.769821 0.360150 -2.641062 0.452 -3.235 3.251
O 0.472168 -1.560771 -2.043541 -2.910 2.798 0.901
H -0.173351 -1.699099 0.906785 -0.897 0.053 -1.069
H -0.444733 -2.471400 -0.654429 -1.373 1.451 3.020
H -2.295158 -0.674719 -1.040327 -0.989 -1.357 0.825
H -2.425244 0.432813 0.974468 1.197 1.487 -1.184
H -1.610291 1.516235 -0.611473 -0.595 -1.571 2.222
H 0.612027 2.888646 0.564334 -0.081 1.469 -0.082
H 2.564554 2.038012 1.901120 1.631 0.906 0.318
H 2.398923 -0.707340 2.370114 0.530 1.241 -0.343
H 0.781276 -1.050913 -2.789628 0.736 -0.276 -0.944
```
Forces are in eV/Å.

SMILES: N[C@@H](Cc1c[nH]cn1)C(=O)O
Largest force on an atom in eV/Å: 5.711
Highest occupied orbital energy in eV: -8.41
Relative energy (zero: lowest compared OMol25 entry of this formula, charge and spin) in kcal/mol: 98.7
E in hartree: -548.66408
Kohn-Sham gap in eV: 9.1
Lowest unoccupied orbital energy in eV: 0.71